This record from the Open Molecules 2025 dataset describes a 4-piece molecular cluster, C24H49N2O10 overall at a distorted geometry. The level of theory is ωB97M-V/def2-TZVPD.

The geometry in XYZ format:
```
85
Properties=species:S:1:pos:R:3:forces:R:3
O 1.101 2.465 -0.393 -0.54 0.19 -0.55
C 0.353 2.919 -1.226 1.08 -0.53 0.90
C -0.504 4.123 -0.872 -0.17 0.08 -0.22
C -1.968 3.872 -0.973 0.94 -0.37 0.03
C -2.552 2.657 -0.610 0.16 0.49 0.00
C -3.896 2.610 -0.711 -0.48 -0.51 0.10
C -4.600 3.726 -1.161 -0.78 0.13 -0.13
N -4.055 4.850 -1.529 0.59 -0.07 0.13
N -2.729 4.851 -1.414 -0.47 0.24 -0.13
H 0.337 2.469 -2.231 -0.35 0.24 -0.16
H -0.227 4.972 -1.490 0.13 0.15 -0.23
H -0.285 4.388 0.156 0.14 -0.01 0.30
H -1.966 1.835 -0.248 0.27 -0.16 0.07
H -4.449 1.725 -0.457 -0.13 -0.24 0.11
H -5.672 3.679 -1.222 -0.28 0.16 -0.10
H -2.282 5.716 -1.692 -0.12 0.18 -0.06
C -0.840 -3.249 -3.641 0.13 -0.12 -0.12
O 0.085 -2.766 -4.592 0.01 0.30 0.25
C -0.413 -1.760 -5.457 0.10 -0.23 -0.04
C 0.548 -0.598 -5.607 0.05 0.03 -0.14
O 0.704 0.219 -4.452 -0.03 0.16 0.06
C 1.396 -0.306 -3.328 -0.12 -0.06 0.17
C 2.884 -0.530 -3.497 0.07 -0.28 0.07
O 3.159 -1.620 -4.355 -0.18 0.24 -0.25
C 4.202 -1.387 -5.283 0.01 -0.15 0.09
H -1.485 -4.019 -4.076 -0.09 0.04 0.04
H -0.274 -3.689 -2.819 0.01 -0.03 -0.05
H -1.460 -2.442 -3.234 -0.03 0.01 -0.02
H -1.381 -1.387 -5.106 -0.01 0.00 0.05
H -0.559 -2.205 -6.449 -0.10 0.12 -0.06
H 0.122 0.069 -6.361 -0.02 0.01 0.03
H 1.513 -0.928 -5.990 0.03 -0.17 0.14
H 0.907 -1.206 -2.952 0.11 -0.14 -0.11
H 1.284 0.457 -2.551 0.05 0.00 0.00
H 3.299 -0.766 -2.507 -0.01 0.20 0.07
H 3.361 0.387 -3.857 -0.02 0.00 -0.06
H 4.162 -0.371 -5.688 0.00 0.01 0.02
H 4.074 -2.088 -6.106 0.03 -0.06 0.05
H 5.179 -1.555 -4.821 0.05 0.07 -0.05
C -4.632 6.236 4.796 0.09 0.05 -0.13
O -3.307 5.816 4.537 -0.08 -0.31 0.15
C -2.427 5.927 5.648 0.01 0.10 -0.19
C -1.583 4.686 5.854 0.11 -0.03 -0.02
O -2.275 3.535 6.312 0.02 -0.06 0.05
C -3.153 2.844 5.444 -0.10 0.10 0.07
C -2.496 2.090 4.307 -0.12 0.02 -0.11
O -1.972 2.965 3.314 0.15 0.15 0.09
C -0.691 2.622 2.834 -0.28 0.02 -0.12
H -4.726 7.323 4.699 -0.06 0.00 0.09
H -5.281 5.761 4.059 0.03 0.04 -0.03
H -4.966 5.930 5.791 0.01 0.02 0.02
H -2.984 6.138 6.565 -0.05 -0.03 -0.01
H -1.749 6.768 5.459 0.05 0.01 0.16
H -0.882 4.918 6.659 -0.01 0.00 0.02
H -0.980 4.463 4.972 -0.14 0.03 -0.15
H -3.947 3.497 5.075 0.09 0.08 -0.17
H -3.632 2.095 6.078 0.01 -0.02 0.01
H -3.260 1.460 3.834 0.01 -0.12 0.11
H -1.714 1.437 4.705 0.06 0.05 -0.01
H -0.038 2.251 3.628 0.01 -0.03 -0.02
H -0.244 3.526 2.418 0.03 -0.02 -0.01
H -0.765 1.863 2.044 0.18 -0.08 0.05
C 3.520 -5.239 -2.454 0.10 -0.05 0.06
O 3.792 -5.019 -1.085 -0.40 -0.02 0.03
C 3.554 -3.696 -0.644 0.19 -0.09 -0.02
C 2.777 -3.646 0.655 0.04 0.03 0.15
O 1.416 -4.040 0.572 -0.09 0.09 -0.02
C 1.093 -5.411 0.380 -0.02 -0.01 -0.13
C 1.371 -6.326 1.554 0.11 -0.21 -0.05
O 2.755 -6.539 1.755 0.02 0.41 0.02
C 3.174 -6.482 3.103 0.01 -0.12 -0.10
H 4.372 -4.941 -3.073 -0.07 0.05 -0.09
H 3.341 -6.305 -2.591 0.08 -0.01 0.03
H 2.626 -4.697 -2.780 0.04 0.05 -0.04
H 3.015 -3.119 -1.404 -0.02 -0.05 -0.05
H 4.529 -3.217 -0.479 -0.08 0.18 0.03
H 2.739 -2.594 0.955 -0.02 0.01 -0.01
H 3.299 -4.178 1.452 0.04 -0.19 -0.12
H 1.542 -5.800 -0.536 0.19 -0.05 0.08
H 0.010 -5.416 0.229 -0.01 0.01 0.02
H 0.906 -7.297 1.339 -0.17 0.05 0.03
H 0.900 -5.915 2.453 0.04 0.04 0.03
H 2.672 -5.676 3.649 -0.03 -0.01 0.00
H 4.245 -6.282 3.108 0.01 -0.08 -0.02
H 2.987 -7.433 3.611 -0.02 0.04 0.09
```
Forces are in eV/Å.

Values from the calculation:
total charge	+1
molecular weight	525.660	Da
strongest force on any atom	1.504	eV Å⁻¹
DFT total energy	-1805.281715	Eh
frontier orbital gap	5.3	eV
energy relative to the best compared isomer or geometry (same formula, charge and spin)	15.2	kcal/mol



This record from the Open Molecules 2025 dataset describes C24H49O13S6 as an isolated structure at a distorted geometry. The level of theory is ωB97M-V/def2-TZVPD.

The geometry in XYZ format:
```
92
Properties=species:S:1:pos:R:3:forces:R:3
O 0.608 -0.652 0.463 1.43 -0.17 0.84
H -0.169 -0.474 -0.018 -1.62 0.28 -0.96
C -3.199 -2.080 -0.447 1.83 -2.13 -1.25
C -3.441 -0.692 -0.098 3.94 -3.49 7.46
C -2.872 0.170 -0.979 2.77 3.24 -3.00
S -3.481 -0.480 -2.514 1.86 3.81 -1.53
O -2.399 -0.433 -3.505 -0.89 -0.76 0.78
O -4.642 0.315 -2.824 -0.95 -0.93 -0.14
C -3.712 -2.102 -1.927 3.13 -0.46 -0.13
H -3.744 -2.808 0.178 0.34 0.30 -0.30
H -2.068 -2.252 -0.369 -1.50 -0.31 -0.44
H -3.309 -0.613 1.050 1.64 0.47 -1.28
H -4.350 -0.733 0.150 -8.29 1.24 -0.10
H -1.747 0.159 -1.106 -1.16 -0.02 0.71
H -3.278 1.138 -0.774 0.14 1.01 -0.75
H -2.927 -2.523 -2.602 -1.46 -0.96 0.32
H -4.735 -2.270 -2.034 -1.52 -1.18 -0.38
C -1.766 -2.889 2.691 0.96 5.66 -0.48
C -0.518 -3.362 3.390 -0.79 -1.97 -2.48
C -0.948 -4.059 4.616 3.35 6.02 2.70
S -2.424 -3.204 5.159 -1.62 -4.13 -3.04
O -2.122 -2.480 6.290 0.75 2.97 4.26
O -3.428 -4.268 5.213 0.23 1.08 -0.10
C -2.743 -2.137 3.761 2.73 -2.64 -0.83
H -2.087 -3.755 2.345 -2.93 -3.67 -1.88
H -1.432 -2.227 1.770 -0.83 -1.00 1.96
H -0.031 -2.542 3.654 2.65 3.56 1.20
H 0.117 -3.867 2.609 -0.57 0.02 1.12
H -0.155 -3.885 5.457 -1.51 -0.39 -1.31
H -1.166 -4.990 4.610 -1.53 -6.37 -0.54
H -2.408 -1.181 4.038 0.78 1.35 0.14
H -3.784 -2.098 3.660 -1.52 -0.31 -0.74
C -0.397 3.668 2.363 -0.85 -0.25 -1.30
C -0.623 2.222 2.061 5.53 0.41 3.06
C -1.980 2.024 2.007 -5.22 -3.83 -5.08
S -2.804 2.999 3.161 -0.40 -2.83 4.78
O -3.055 2.154 4.371 0.83 1.63 -2.12
O -3.917 3.735 2.693 -1.21 0.83 -1.31
C -1.452 4.112 3.384 2.05 1.38 1.02
H -0.488 3.965 1.350 -1.11 1.90 -0.96
H 0.634 3.800 2.433 1.73 0.80 1.63
H -0.058 1.592 2.796 -1.13 0.16 0.27
H -0.015 1.925 1.276 0.51 -0.61 -2.36
H -2.036 0.922 1.998 -1.18 0.23 1.12
H -2.518 2.147 0.934 1.37 0.70 2.17
H -0.929 4.001 4.406 -1.42 0.22 -1.32
H -1.903 5.129 3.223 0.73 -0.89 0.35
C 3.987 0.748 0.192 -1.92 3.94 0.08
C 3.154 2.069 0.374 -2.43 -2.15 3.93
C 4.149 3.196 0.473 -0.36 -3.03 -3.15
S 5.548 2.549 1.291 -5.35 1.62 4.11
O 5.460 3.100 2.654 0.96 -0.94 -1.51
O 6.638 2.631 0.470 5.43 0.89 -2.96
C 4.983 0.924 1.192 2.62 -3.65 5.98
H 4.289 0.617 -0.771 1.47 0.32 -2.94
H 3.409 -0.051 0.315 -2.67 -3.34 1.14
H 2.442 2.002 1.456 2.39 -0.20 -2.56
H 2.307 2.254 -0.260 0.22 -0.08 -1.03
H 3.594 3.914 0.840 -1.63 4.25 2.68
H 4.168 3.379 -0.584 1.65 0.60 -0.72
H 4.534 0.687 2.306 0.82 0.64 -2.70
H 5.924 0.256 1.190 -1.37 1.00 -0.38
C 0.405 3.688 -2.087 -1.13 2.72 2.46
C -0.508 2.505 -2.265 -5.80 5.26 0.26
C 0.205 1.379 -2.392 3.54 -9.45 -0.97
S 1.409 1.757 -3.640 -2.60 -0.07 0.15
O 0.889 1.446 -4.943 0.01 0.45 -0.16
O 2.649 1.262 -3.253 3.92 -1.48 0.80
C 1.322 3.489 -3.343 4.37 -0.13 7.66
H 0.856 3.705 -0.878 -0.49 -0.39 -3.87
H -0.272 4.719 -1.996 1.96 -2.50 -0.90
H -1.137 2.641 -3.248 0.80 0.12 1.79
H -1.190 2.400 -1.425 -0.48 0.34 0.01
H -0.383 0.531 -2.945 0.84 1.27 1.20
H 0.703 0.848 -1.449 -0.76 1.31 -1.58
H 1.012 3.815 -4.175 -2.87 3.33 -6.05
H 2.353 3.919 -3.109 -1.15 -0.82 -0.66
C 1.170 -3.200 -2.127 0.68 1.76 0.90
C 2.609 -3.210 -2.693 0.34 -3.04 6.37
C 2.628 -2.781 -4.029 1.42 -0.89 -3.54
S 0.996 -3.259 -4.710 4.78 -1.55 -0.48
O 1.065 -4.491 -5.440 -0.03 -1.22 0.58
O 0.595 -2.171 -5.425 -2.54 5.32 -3.51
C 0.164 -3.405 -3.269 -1.66 5.68 3.31
H 1.151 -2.232 -1.562 -1.20 -0.24 -0.88
H 1.069 -3.859 -1.302 -0.16 -1.13 0.45
H 2.866 -4.343 -2.451 0.30 2.00 -1.43
H 3.299 -2.649 -1.992 -0.84 -0.43 -0.78
H 3.411 -3.446 -4.426 -0.40 0.47 -1.07
H 2.922 -1.747 -4.289 -0.75 -0.36 0.42
H -0.309 -4.263 -3.502 -2.02 -3.33 0.76
H -0.638 -2.439 -3.139 1.99 -2.84 -0.96
```
Forces are in eV/Å.

Values from the calculation:
total charge	-1
molecular weight	738.045	Da
strongest force on any atom	10.136	eV Å⁻¹
DFT total energy	-4310.571758	Eh
frontier orbital gap	7.3	eV
energy relative to the best compared isomer or geometry (same formula, charge and spin)	111.7	kcal/mol



This record from the Open Molecules 2025 dataset describes a 3-piece molecular cluster, C24H50F2NO19P3S2 overall at a distorted geometry. The level of theory is ωB97M-V/def2-TZVPD.

The geometry in XYZ format:
```
101
Properties=species:S:1:pos:R:3:forces:R:3
C -3.620 -0.446 3.587 -0.43 -0.66 -0.14
C -3.497 -0.981 2.149 0.87 0.30 0.22
C -2.982 0.076 1.171 -0.60 -0.29 0.27
O -1.570 0.042 1.230 -0.16 -0.36 -0.34
C -0.897 0.547 0.102 0.88 1.32 0.19
C 0.379 -0.278 -0.244 -1.18 -1.36 0.54
C 0.818 -1.143 0.958 0.76 0.35 -0.19
C 1.557 -0.433 2.111 -0.58 -0.58 0.17
C 1.112 0.967 2.497 1.14 0.35 0.46
C 1.834 1.419 3.779 -0.72 -0.51 0.00
O 3.212 1.068 3.823 0.07 0.16 0.13
C 0.011 -1.281 -1.358 -0.01 -0.16 -0.07
C -1.303 -2.024 -1.121 0.52 -0.32 -0.42
O -2.337 -1.371 -1.883 -0.42 -0.10 0.37
C -3.550 -1.949 -1.825 -0.39 -1.03 0.28
C -4.576 -1.156 -2.581 0.11 0.15 -0.12
O -3.793 -2.988 -1.233 0.49 1.13 -0.47
O 1.504 0.557 -0.502 -0.19 -0.04 -0.22
C 1.777 1.140 -1.737 0.82 1.12 -0.27
C 2.523 2.463 -1.375 -0.75 -0.73 0.60
P 3.970 2.419 -0.309 1.13 0.82 -0.47
O 5.239 2.814 -0.958 -0.23 -0.09 -0.07
O 4.077 1.019 0.419 -0.59 0.04 0.21
O 3.642 3.469 0.870 -0.40 -0.28 0.10
P 0.227 1.788 -2.671 -0.49 -0.61 0.07
O -0.197 2.956 -1.587 0.22 0.03 -0.19
O 0.986 2.753 -3.803 0.07 -0.21 0.15
C 2.595 0.227 -2.765 -0.64 -0.18 -0.52
O 1.689 -0.084 -3.828 -0.22 -0.13 0.20
C 3.775 0.945 -3.416 0.28 -0.09 -0.43
C 4.416 0.109 -4.536 -0.49 0.07 0.07
F 5.794 0.073 -4.394 0.01 -0.08 -0.02
N 2.906 -1.089 -2.131 0.53 -0.08 -0.10
F 2.593 -2.142 -3.047 -0.15 0.02 0.21
P 4.511 -1.327 -1.475 0.56 0.49 0.31
C 4.229 -2.293 0.063 0.12 -0.43 -0.49
C 5.264 -2.621 -2.531 -0.56 -0.08 -0.14
H -3.108 -1.107 4.280 0.09 -0.01 0.15
H -3.195 0.546 3.709 -0.03 0.12 -0.06
H -4.670 -0.457 3.877 -0.03 0.36 0.17
H -4.407 -1.458 1.795 -0.17 0.14 -0.02
H -2.721 -1.747 2.153 -0.10 -0.22 -0.15
H -3.367 1.055 1.475 0.09 0.18 -0.13
H -3.353 -0.122 0.163 0.21 0.01 -0.13
H -0.552 1.562 0.326 -0.05 -0.01 0.05
H -1.549 0.650 -0.767 -0.21 -0.27 0.00
H 0.001 -1.751 1.326 -0.28 0.18 0.03
H 1.534 -1.837 0.517 0.00 -0.10 0.08
H 1.417 -1.055 3.000 -0.01 -0.11 0.05
H 2.622 -0.473 1.914 0.07 0.38 -0.09
H 1.389 1.681 1.721 -0.34 0.00 -0.23
H 0.052 1.002 2.730 -0.19 0.06 -0.29
H 1.351 0.907 4.613 0.12 -0.07 0.15
H 1.673 2.487 3.937 0.17 0.11 -0.01
H 3.720 1.829 3.540 0.11 0.10 -0.19
H -0.080 -0.839 -2.350 0.12 0.17 0.03
H 0.781 -2.044 -1.435 0.16 0.10 0.01
H -1.572 -2.127 -0.075 -0.25 0.22 0.07
H -1.195 -3.032 -1.517 -0.11 -0.08 0.00
H -4.843 -0.276 -1.996 -0.05 0.04 0.05
H -4.182 -0.801 -3.531 0.13 0.03 0.00
H -5.460 -1.755 -2.766 -0.06 -0.11 0.13
H 2.719 3.069 -2.254 0.43 -0.02 0.03
H 1.777 3.024 -0.809 0.15 0.02 0.11
H 4.998 0.906 0.686 0.19 -0.16 -0.02
H 4.265 4.195 0.784 0.15 0.19 0.03
H -0.541 3.697 -2.097 -0.20 0.23 0.14
H 0.509 2.571 -4.616 0.00 0.21 -0.35
H 1.898 0.466 -4.583 0.12 0.11 -0.14
H 4.569 1.237 -2.733 -0.07 0.02 0.19
H 3.379 1.852 -3.874 0.01 0.18 0.19
H 4.015 -0.905 -4.547 0.24 -0.15 0.10
H 4.194 0.544 -5.511 0.17 0.05 -0.07
H 3.278 -2.821 0.050 -0.09 0.06 0.12
H 5.010 -3.054 0.107 0.08 0.00 0.04
H 4.335 -1.661 0.937 -0.28 0.10 0.09
H 6.170 -2.951 -2.029 0.09 0.01 0.06
H 5.533 -2.229 -3.507 0.08 0.09 -0.02
H 4.585 -3.460 -2.667 0.10 -0.14 0.03
C 1.383 -2.016 7.841 -0.02 -0.25 0.25
C 1.706 -2.934 6.680 0.29 0.22 -0.20
O 0.432 -3.194 6.075 -0.13 0.00 0.30
S -0.506 -1.905 6.217 0.33 -0.07 0.09
O -0.439 -1.150 5.019 -0.16 0.15 -0.05
O -1.743 -2.309 6.774 -0.16 -0.05 -0.11
O 0.359 -1.151 7.335 0.09 -0.01 -0.23
H 0.981 -2.570 8.692 0.01 -0.01 -0.01
H 2.237 -1.425 8.159 -0.08 0.17 -0.08
H 2.162 -3.868 6.995 -0.18 -0.11 -0.05
H 2.346 -2.441 5.945 0.01 0.01 0.03
C -8.113 1.524 -3.736 -0.23 -0.13 0.26
C -8.413 3.001 -3.587 0.00 0.09 -0.37
O -7.422 3.467 -2.662 0.01 -0.25 0.14
S -6.063 2.646 -2.864 -0.38 -0.05 -0.13
O -5.186 3.388 -3.693 0.22 -0.03 0.01
O -5.654 2.145 -1.604 0.16 0.09 0.11
O -6.681 1.451 -3.733 0.03 0.23 -0.11
H -8.492 0.949 -2.889 -0.01 0.02 -0.01
H -8.500 1.108 -4.662 0.19 -0.02 -0.07
H -9.405 3.193 -3.191 0.08 0.07 0.19
H -8.285 3.535 -4.531 -0.02 -0.03 -0.01
```
Forces are in eV/Å.

Values from the calculation:
molecular weight	851.704	Da
strongest force on any atom	1.883	eV Å⁻¹
DFT total energy	-4448.943366	Eh
SMILES string	CCCOC[C@@](CCCCO)(CCOC(C)=O)O[C@](CP(=O)(O)O)(P(O)O)[C@@](O)(CCF)N(F)P(C)C.O=S1(=O)OCCO1.O=S1(=O)OCCO1
frontier orbital gap	8.6	eV